# 1
This record from OMol25 describes 10 unconnected molecules or ions with the total composition C27H57FN19O13P. The level of theory is ωB97M-V with the def2-TZVPD basis set.

total energy	-95868.00770	eV
LUMO	-0.036	Ha
net charge	0
frontier orbital gap	0.2813	Ha
structure (SMILES)	CCCC1=CC(=O)c2cc(C[C@H](C)O)c(CC(=O)F)c([PH2]=N)c2C1=O.NC(N)=O.NC(N)=O.NC(N)=O.NC(N)=O.NC(N)=O.NC(N)=O.NC(N)=O.NC(N)=O.NC(N)=O
HOMO level	-8.6	eV
maximum force	0.032	Eh/bohr

The geometry in XYZ format:
```
118
Properties=species:S:1:pos:R:3:mulliken_charge:R:1
C 0.28560 -3.73275 2.27316 -0.21
H 5.65421 -1.77482 0.77007 0.19
H 1.58726 -7.27489 1.24747 0.17
H 6.31001 -0.10520 4.01311 0.37
N -11.13137 1.82733 -1.54043 -0.41
H 8.68405 5.86897 2.11509 0.17
H -1.15879 2.57375 -4.52708 0.13
H 6.45839 5.97544 1.39354 0.25
O -2.16662 -2.70828 -5.36091 -0.66
N 8.89938 6.63358 1.50319 -0.31
H 7.43209 3.82550 4.41709 0.23
H 4.49190 3.65622 1.64720 0.19
H 4.62679 -2.92678 3.75880 0.41
H 3.54371 -8.15791 0.29560 0.14
O 3.18103 1.36293 -0.52862 -0.51
H 0.10357 -4.36859 -3.89013 0.16
H -0.50508 -0.11545 1.35517 0.25
H -0.04461 -4.94217 -6.15411 0.15
N -1.73411 6.22250 0.78596 -0.43
H 9.84024 6.97812 1.46431 0.20
H 1.67224 -5.81625 2.20171 0.25
H -6.92801 -4.38648 0.52636 0.22
H 5.29115 -3.17372 1.80105 0.67
H 1.61973 0.50444 -2.01483 -0.04
H -3.62638 0.13610 1.38237 0.42
C 3.12988 -1.62043 -0.19349 0.53
C 2.61626 -2.92652 1.77527 -0.90
O -3.40075 4.68953 -3.74659 -0.64
C -2.83715 -1.85964 0.94698 -1.13
O 6.59162 2.59058 2.43149 -0.64
H -11.68406 2.56665 -1.15127 0.15
H -2.38084 3.28441 -5.51977 0.22
H -5.92244 -0.34763 -0.53238 0.17
H -2.55756 -0.54766 2.60568 0.30
N -6.14078 2.85402 -0.53413 -0.38
C 4.93604 -1.24905 2.77732 0.58
N 2.02455 -1.52072 -3.43488 -0.87
H -6.79610 2.99487 -1.27966 0.21
N -0.78832 -4.27822 -6.24848 -0.39
C -5.76391 -3.82061 -1.03938 0.69
C 1.77772 -1.72250 -0.60972 0.49
H -5.18301 -5.29428 -2.40745 0.15
N 6.58132 4.19535 4.03435 -0.40
C 3.52313 -2.23408 0.98435 1.12
C 6.25018 -0.49309 2.98684 -1.54
O -1.09497 -2.79553 -1.18641 -0.59
H 6.15954 4.99506 4.46764 0.17
C -1.50246 -2.56019 1.12672 0.42
H 5.04549 -7.34426 0.55711 0.24
N 2.13451 -6.53215 1.63903 -0.32
C 4.13098 -0.81454 -1.02405 -1.96
H -0.08943 -0.91037 -2.39122 0.10
C -2.51872 5.12182 0.58586 0.61
N -6.46024 -4.72936 -0.29186 -0.42
F 5.35845 1.20806 -0.36725 -0.27
N -6.22316 0.57487 -0.80547 -0.17
H -2.15979 4.31505 -1.61056 0.18
C 1.30438 -3.02323 1.40580 0.75
H 5.14825 -1.19229 -0.88109 0.40
H -6.88893 0.66598 -1.55291 0.15
C -0.61196 -2.60026 -0.09885 -0.40
H -1.44128 4.01510 1.99955 0.15
N 6.71106 6.73760 0.79161 -0.32
H -4.62349 -3.68707 -2.71483 0.19
H 3.88444 -0.95074 -2.08755 0.77
H -1.40684 0.35818 -0.10990 0.12
H -1.43931 1.36555 1.35852 0.13
C 7.97712 7.24671 0.70061 0.52
N -0.64105 -3.71150 -4.01967 -0.13
O -9.26171 0.54354 -1.54027 -0.63
H -1.94658 7.04040 0.24453 0.24
C 6.06205 3.55962 2.93844 0.58
O -4.89201 1.49906 0.78849 -0.79
C -1.08501 -3.12222 2.25244 -0.36
H -11.47742 1.32768 -2.33825 0.23
H -2.75897 3.20274 1.21860 0.18
H -1.03099 3.17342 -2.26561 0.11
H -10.00177 2.90105 0.45890 0.16
N -2.19550 4.03132 1.34003 -0.29
H -6.52565 -5.70284 -0.51846 0.15
C -2.45086 3.94345 -3.59676 0.57
H -3.03601 -1.80069 -0.13230 0.28
C -1.45138 0.31722 0.99126 -0.64
N 4.90050 4.09785 2.45267 -0.36
H 4.13592 -0.49614 2.67850 0.31
H -8.59012 1.90161 0.42535 0.22
H -0.93855 -3.16632 -3.22988 0.13
O -5.70037 -2.64029 -0.74117 -0.68
H 6.30049 0.40042 2.32985 0.33
N -1.93827 3.19533 -4.62465 -0.36
H 4.44551 4.89604 2.85410 0.18
O 8.26077 8.17226 -0.03666 -0.64
P 1.30922 -0.86889 -2.18197 0.70
H -5.76592 3.65323 -0.05255 0.19
H 2.93005 -3.39391 2.70071 0.29
N -5.14463 -4.32898 -2.14296 -0.38
C -2.68958 -0.42200 1.51394 -0.38
O -3.44265 5.11531 -0.21359 -0.59
H 6.00562 7.15946 0.21721 0.17
H 7.14047 -1.12014 2.82831 0.31
H -1.22165 -4.15508 -7.14413 0.24
C 0.89309 -2.43012 0.20500 0.39
C 4.96046 -2.16186 1.51834 -1.61
H 2.59392 -2.30374 -3.12375 0.29
N -9.48260 2.15479 0.03788 -0.35
N -1.81355 3.78475 -2.39763 -0.20
O 4.13510 -5.50442 1.94988 -0.63
O 4.62685 -1.98714 3.96854 -0.67
C -1.25887 -3.51117 -5.21571 0.66
C 4.14577 0.65475 -0.62999 0.79
O 0.58140 -4.69570 2.95703 -0.72
C 3.47885 -6.41863 1.46414 0.65
H -0.97137 6.25180 1.43444 0.14
H -1.71038 -3.13456 3.14486 0.51
H -3.67516 -2.38538 1.41434 0.41
C -9.91477 1.44786 -1.04705 0.62
N 4.05497 -7.39979 0.70421 -0.43
C -5.70342 1.63001 -0.12965 0.65
```

# 2
This record from OMol25 describes 2 unconnected molecules or ions with the total composition CH7NOS2. The level of theory is ωB97M-V with the def2-TZVPD basis set.

total energy	-26358.04529	eV
LUMO	0.015	Ha
net charge	0
frontier orbital gap	0.3472	Ha
structure (SMILES)	NCO.SS
HOMO level	-9.0	eV
maximum force	0.038	Eh/bohr

The geometry in XYZ format:
```
12
Properties=species:S:1:pos:R:3:mulliken_charge:R:1
H 1.42966 -1.09691 1.19969 0.27
H -1.79871 1.20333 -0.89258 0.16
S 0.31562 2.44983 -2.01873 -0.14
C 0.34949 -0.90662 1.21264 -0.26
H 0.18375 -1.66819 -0.69948 0.23
S -1.26324 1.18259 -2.12714 -0.18
H -0.06807 -0.99290 2.21329 0.26
H -1.22477 -1.74363 0.16149 0.21
H 0.93492 1.06250 1.08796 0.26
N -0.22392 -1.71642 0.22066 -0.47
H 1.15808 1.71752 -1.24552 0.13
O 0.20717 0.50890 0.88773 -0.48
```

# 3
This record from OMol25 describes a molecular structure, C4H8O3Tb. The level of theory is ωB97M-V with the def2-TZVPD basis set.

total energy	-32833.78198	eV
2S+1	8
LUMO (alpha / beta)	-0.385 / -0.403	Ha
net charge	+2
frontier orbital gap (alpha / beta)	0.2974 / 0.2639	Ha
HOMO level (alpha / beta)	-18.6 / -18.1	eV
maximum force	0.125	Eh/bohr

The geometry in XYZ format:
```
16
Properties=species:S:1:pos:R:3:mulliken_charge:R:1
C -1.25401 -2.11777 -0.32137 0.13
H -0.80466 -3.11481 -0.36300 0.37
O 1.04195 2.64391 0.62669 -0.59
C 0.64868 -1.32166 -1.58185 0.35
H -2.32823 -0.81796 1.05402 0.38
H 2.96299 2.84452 -0.14862 0.27
Tb 0.15215 0.72008 0.88559 1.76
H -2.74207 -2.53093 1.12923 0.35
H -1.21513 -2.00535 1.84559 0.42
C 2.00288 3.38234 -0.04643 -0.45
H -1.93753 -1.96723 -1.16312 0.36
H 2.21578 4.32853 0.48468 0.26
C -1.90357 -1.83379 1.00558 -1.46
H 1.67429 3.65271 -1.06923 0.28
O 1.62738 -0.71716 -1.82722 -0.25
O -0.14090 -1.14543 -0.51053 -0.17
```

# 4
This record from OMol25 describes a molecular structure, C32H27N3P2S4Tc. The level of theory is ωB97M-V with the def2-TZVPD basis set.

total energy	-102210.28535	eV
2S+1	4
LUMO (alpha / beta)	-0.051 / -0.080	Ha
net charge	0
frontier orbital gap (alpha / beta)	0.2288 / 0.2095	Ha
HOMO level (alpha / beta)	-7.6 / -7.9	eV
maximum force	0.036	Eh/bohr

The geometry in XYZ format:
```
69
Properties=species:S:1:pos:R:3:mulliken_charge:R:1
C -2.21665 -2.02871 -5.35422 -0.16
H 0.59965 2.85559 -1.83252 0.53
H 2.95995 3.27459 -1.23582 0.47
N -2.63965 1.58519 -5.85942 -0.47
H -2.51915 6.04999 1.83928 0.40
S 2.56935 -0.43821 -0.66792 -0.15
C 2.27035 2.90889 -0.49072 -0.77
C 2.71375 2.69439 0.80308 -0.62
C 3.91445 -0.33311 -1.76892 0.43
C -2.39315 2.76599 1.02888 0.50
H 5.75805 -0.16141 -3.73052 0.39
H 1.59855 -2.49151 0.80848 0.32
H 3.74535 2.88729 1.05758 0.43
C 0.52295 1.96059 1.42608 -0.39
H 4.77605 -1.10991 -4.85192 0.36
C 5.26355 -0.09431 -1.15952 -1.86
S 2.15075 -0.82601 -3.71852 -0.29
C -3.53345 3.09269 3.11208 -0.58
H -1.71865 4.54589 0.05188 0.39
C 3.71665 -0.46571 -3.10542 0.98
H -1.29765 -5.90181 0.09368 0.42
C -3.67125 -3.73971 1.13888 -0.79
C 0.08365 2.12539 0.11798 0.35
H -2.76445 -0.12911 -0.08912 0.35
H 5.93075 -0.93441 -1.36432 0.41
C -3.04385 -2.54561 0.82598 -0.36
C -3.07845 2.24649 2.11538 0.02
C -2.13735 0.84799 -5.13702 -0.21
H 2.70755 -2.90261 2.98068 0.46
C 1.83095 2.24189 1.76838 -0.61
C 0.95745 2.63779 -0.83522 -0.57
C -1.78915 -4.96121 0.29228 -0.85
H -4.65005 -3.72751 1.59438 0.44
H -0.22325 -0.47811 4.92608 0.45
C -3.03905 -4.94461 0.88748 -0.54
H -3.55005 -1.61941 1.05108 0.19
P -0.74035 -1.06451 0.01968 1.49
H -3.24825 1.18299 2.18688 0.12
C 1.33195 -1.69031 4.08088 -0.65
C 1.83245 -2.27251 2.92698 -0.82
H -0.19255 -3.77531 -0.50212 0.29
C -1.49045 -0.00371 -4.22742 0.45
H 2.15185 2.10759 2.79198 0.44
C -0.45705 -0.71841 2.81578 -0.79
C -1.16715 -3.77111 -0.03072 -0.62
C 4.76585 -0.27091 -4.15752 -1.45
H -3.66695 5.11009 3.81338 0.37
N -2.74455 -2.58391 -6.20842 -0.45
S -0.75625 -2.39991 -3.16062 -0.25
H -0.16985 1.62239 2.17658 0.63
H -4.05775 2.68279 3.96208 0.42
Tc 0.65755 -0.90141 -1.91562 -0.33
P -1.66325 1.81069 -0.35402 0.23
H 1.83555 -1.84121 5.02528 0.40
H 5.17695 0.02969 -0.08332 0.43
H 4.52255 0.62549 -4.73072 0.30
N -1.86685 0.18409 0.28848 -0.09
H 5.71765 0.80799 -1.56912 0.39
C 0.18355 -0.91811 4.02598 -0.56
C -2.22035 4.14329 0.92238 -0.64
S -0.62355 0.80799 -2.96802 0.04
C -3.31735 4.45719 3.02718 -0.55
C 1.20775 -2.04861 1.71548 -0.96
C -1.78445 -2.55321 0.23908 1.15
C 0.07615 -1.24381 1.64698 1.19
C -2.67245 4.98419 1.91888 -0.63
C -1.53415 -1.37441 -4.31612 0.56
H -1.36695 -0.14061 2.77238 0.45
H -3.52395 -5.87211 1.14868 0.39
```